1.
Entry from OMol25: 11 unconnected molecules or ions with the total composition C35H79N9O11 at a distorted geometry (ωB97M-V/def2-TZVPD).

Positions of all 134 atoms, in Å:
C (-4.45, -4.44, -1.57)
N (-4.49, -3.64, -0.37)
C (-4.60, -4.34, 0.91)
C (-4.09, -2.35, -0.43)
O (-4.07, -1.53, 0.51)
H (-5.42, -4.94, -1.65)
H (-3.73, -5.24, -1.45)
H (-4.40, -3.94, -2.53)
H (-3.79, -5.06, 1.05)
H (-4.69, -3.72, 1.80)
H (-5.49, -4.97, 0.96)
H (-3.73, -2.11, -1.44)
C (-4.42, 1.36, 1.99)
N (-5.64, 1.52, 2.80)
C (-5.41, 2.26, 4.04)
C (-6.86, 1.03, 2.45)
O (-7.88, 1.24, 3.02)
H (-4.04, 2.37, 1.84)
H (-4.60, 0.96, 0.99)
H (-3.68, 0.77, 2.52)
H (-4.57, 2.00, 4.68)
H (-5.25, 3.32, 3.86)
H (-6.18, 2.06, 4.79)
H (-6.75, 0.49, 1.49)
C (5.11, 3.82, 3.33)
N (3.69, 3.72, 3.08)
C (2.89, 4.09, 4.23)
C (3.12, 3.63, 1.87)
O (1.93, 3.82, 1.61)
H (5.76, 3.38, 2.57)
H (5.40, 3.39, 4.29)
H (5.29, 4.89, 3.35)
H (3.13, 3.39, 5.03)
H (3.26, 5.09, 4.44)
H (1.82, 4.05, 4.03)
H (3.85, 3.24, 1.14)
C (3.84, -3.20, -1.72)
N (3.84, -4.11, -2.87)
C (5.15, -4.51, -3.40)
C (2.67, -4.57, -3.40)
O (1.51, -4.32, -2.95)
H (4.21, -3.76, -0.86)
H (2.94, -2.71, -1.34)
H (4.42, -2.30, -1.95)
H (5.64, -3.63, -3.81)
H (5.69, -4.85, -2.52)
H (5.18, -5.33, -4.12)
H (2.81, -5.26, -4.24)
C (6.31, -1.76, 0.13)
N (5.64, -0.44, 0.38)
C (5.17, -0.22, 1.78)
C (5.53, 0.52, -0.57)
O (4.95, 1.56, -0.43)
H (5.76, -2.66, 0.39)
H (7.24, -1.67, 0.69)
H (6.55, -1.86, -0.93)
H (4.38, -0.93, 2.05)
H (5.88, -0.21, 2.61)
H (4.73, 0.77, 1.97)
H (5.78, 0.15, -1.58)
C (-0.90, -0.23, 3.53)
N (0.54, -0.27, 3.67)
C (1.23, 0.98, 4.11)
C (1.28, -1.34, 3.44)
O (2.53, -1.34, 3.51)
H (-1.09, 0.43, 2.69)
H (-1.40, 0.24, 4.39)
H (-1.26, -1.25, 3.39)
H (0.69, 1.36, 4.98)
H (2.23, 0.70, 4.45)
H (1.30, 1.80, 3.39)
H (0.74, -2.28, 3.26)
C (-3.09, 4.95, -0.52)
N (-2.16, 4.95, 0.56)
C (-0.80, 4.73, 0.18)
C (-2.48, 4.83, 1.87)
O (-3.63, 4.71, 2.31)
H (-2.93, 5.90, -1.02)
H (-4.13, 4.95, -0.20)
H (-2.88, 4.10, -1.18)
H (-0.58, 5.42, -0.64)
H (-0.02, 4.99, 0.90)
H (-0.76, 3.69, -0.15)
H (-1.58, 4.80, 2.51)
C (2.84, -0.48, -3.39)
N (2.49, 0.34, -4.58)
C (1.85, 1.56, -4.27)
C (2.73, -0.15, -5.85)
O (2.33, 0.54, -6.77)
H (1.90, -0.69, -2.87)
H (3.49, 0.02, -2.68)
H (3.26, -1.41, -3.79)
H (2.43, 2.30, -3.71)
H (1.52, 2.13, -5.14)
H (0.99, 1.26, -3.68)
H (3.26, -1.11, -5.88)
C (-0.60, -6.53, -0.01)
N (-0.65, -5.50, 0.93)
C (-0.09, -4.22, 0.41)
C (-0.99, -5.74, 2.24)
O (-0.85, -4.94, 3.16)
H (-1.41, -6.36, -0.72)
H (-0.64, -7.54, 0.38)
H (0.33, -6.54, -0.56)
H (0.96, -4.37, 0.17)
H (-0.67, -4.06, -0.49)
H (-0.24, -3.40, 1.11)
H (-1.42, -6.75, 2.34)
C (-4.84, 2.96, -3.13)
C (-3.76, 1.93, -2.83)
C (-2.61, 2.39, -3.86)
O (-2.73, 3.77, -3.86)
C (-4.13, 4.09, -3.84)
H (-5.15, 3.26, -2.13)
H (-5.68, 2.53, -3.69)
H (-4.04, 0.92, -3.11)
H (-3.42, 1.92, -1.79)
H (-2.63, 1.92, -4.84)
H (-1.63, 2.07, -3.49)
H (-4.28, 4.13, -4.92)
H (-4.42, 5.06, -3.45)
C (0.79, 1.24, -0.36)
C (-0.49, 0.67, -0.96)
C (-0.88, -0.48, 0.01)
O (0.31, -0.68, 0.77)
C (1.45, -0.08, 0.15)
H (0.66, 1.97, 0.43)
H (1.34, 1.70, -1.18)
H (-0.31, 0.15, -1.90)
H (-1.30, 1.40, -1.04)
H (-1.22, -1.43, -0.41)
H (-1.59, -0.15, 0.77)
H (1.82, -0.81, -0.57)
H (2.21, 0.09, 0.92)

Computed properties:
HOMO energy   -8.446 eV
Maximum force   0.0728 hartree/bohr
Energy above the lowest of the compared OMol25 structures with the same formula, charge and spin   165.1 kcal per mole

=====

2.
Entry from OMol25: a single C3H5NS molecule at a distorted geometry (ωB97M-V/def2-TZVPD).

Positions of all 10 atoms, in Å:
C (-2.31, -0.29, -0.18)
C (-1.11, -0.77, 0.21)
C (0.14, 0.05, 0.04)
N (-0.19, 1.36, 0.14)
S (1.77, -0.33, -0.06)
H (-3.14, -1.00, -0.23)
H (-2.56, 0.79, -0.27)
H (-1.01, -1.78, 0.37)
H (0.52, 1.98, -0.24)
H (-1.12, 1.80, 0.05)

Computed properties:
HOMO energy   -8.550 eV
Maximum force   0.0502 hartree/bohr
Energy above the lowest of the compared OMol25 structures with the same formula, charge and spin   15.3 kcal per mole

=====

3.
Entry from OMol25: 2 unconnected molecules or ions with the total composition CH5NOSi at a distorted geometry (ωB97M-V/def2-TZVPD).

Positions of all 9 atoms, in Å:
Si (0.64, 0.69, -0.35)
H (1.89, 0.92, 0.18)
H (0.51, 1.03, -1.76)
H (0.31, -0.72, -0.26)
H (-0.58, 1.48, 0.31)
N (-4.09, -0.70, 1.04)
C (-3.33, -0.22, 0.26)
O (-2.64, 0.32, -0.52)
H (-3.98, -0.59, 2.02)

Computed properties:
HOMO energy   -11.230 eV
Maximum force   0.0716 hartree/bohr
Energy above the lowest of the compared OMol25 structures with the same formula, charge and spin   13.1 kcal per mole

=====

4.
Entry from OMol25: a molecular structure, C9H19AgAlClN2O2 at a distorted geometry (ωB97M-V/def2-TZVPD).

Positions of all 35 atoms, in Å:
C (3.18, -2.48, 1.26)
C (3.65, -1.08, 1.04)
O (4.20, -0.36, 1.91)
N (3.51, -0.52, -0.32)
C (3.05, 0.88, -0.39)
C (1.60, 0.99, -0.89)
C (0.81, 2.14, -0.26)
C (0.00, 1.60, 0.92)
Al (-1.36, 0.30, 0.20)
Cl (-0.66, -1.78, 0.62)
C (-3.20, 0.62, 0.93)
C (-4.44, -0.17, 0.44)
C (-4.49, -0.46, -1.03)
N (-3.60, -1.47, -1.51)
O (-5.33, 0.08, -1.78)
H (2.70, -2.53, 2.23)
H (4.05, -3.14, 1.25)
H (2.46, -2.80, 0.52)
H (4.43, -0.58, -0.75)
H (3.19, 1.37, 0.57)
H (3.67, 1.39, -1.12)
H (1.09, 0.05, -0.71)
H (1.65, 1.15, -1.98)
H (1.52, 2.93, 0.00)
H (0.13, 2.56, -0.99)
H (0.68, 1.12, 1.63)
H (-0.47, 2.42, 1.46)
H (-1.32, 0.45, -1.43)
H (-3.42, 1.68, 0.82)
H (-3.10, 0.43, 2.00)
H (-4.53, -1.10, 1.00)
H (-5.34, 0.42, 0.61)
H (-4.00, -1.78, -2.38)
H (-2.71, -1.04, -1.73)
Ag (2.39, -1.31, -2.16)

Computed properties:
HOMO energy   -8.012 eV
Maximum force   0.0924 hartree/bohr

=====

5.
Entry from OMol25: a molecular structure, C15H20BF4OPb at a distorted geometry (ωB97M-V/def2-TZVPD).

Positions of all 42 atoms, in Å:
Pb (-1.00, -0.01, 0.73)
C (-3.16, 0.00, -1.37)
C (-2.44, 1.24, -1.37)
C (-1.24, 1.02, -2.12)
H (-2.76, 2.18, -0.90)
C (-1.12, -0.37, -2.37)
C (-2.27, -1.01, -1.84)
H (-2.47, -2.10, -1.82)
H (-4.20, -0.15, -1.09)
H (-0.56, 1.80, -2.49)
H (-0.33, -0.87, -2.94)
C (-0.17, -2.10, 2.37)
C (-0.63, -3.00, 1.35)
C (0.26, -2.90, 0.24)
H (-1.49, -3.66, 1.42)
C (1.36, -2.07, 0.64)
C (1.10, -1.57, 1.95)
H (1.75, -0.95, 2.55)
H (-0.71, -1.87, 3.31)
H (0.13, -3.38, -0.72)
H (2.28, -1.89, 0.07)
O (1.18, 1.39, 0.28)
C (2.47, 1.59, -0.43)
C (2.32, 3.12, -0.39)
C (2.43, 0.95, -1.81)
C (3.56, 1.01, 0.45)
C (1.05, 2.85, 0.42)
H (2.11, 3.61, -1.33)
H (3.08, 3.70, 0.13)
H (1.12, 3.22, 1.45)
H (0.13, 3.17, -0.07)
H (3.37, 1.13, -2.35)
H (1.59, 1.33, -2.42)
H (2.30, -0.14, -1.69)
H (4.55, 1.48, 0.32)
H (3.66, -0.06, 0.20)
H (3.29, 1.08, 1.52)
F (-3.02, -0.62, 2.07)
B (-4.18, -1.60, 2.00)
F (-4.08, -2.29, 0.78)
F (-3.95, -2.45, 3.12)
F (-5.33, -0.80, 2.16)

Computed properties:
HOMO energy   -4.338 eV
Total charge   -1
Maximum force   0.0415 hartree/bohr
Energy above the lowest of the compared OMol25 structures with the same formula, charge and spin   0.0 kcal per mole

=====

6.
Entry from OMol25: 4 unconnected molecules or ions with the total composition C11H16Cl2O9 (ωB97M-V/def2-TZVPD).

Positions of all 38 atoms, in Å:
O (5.28, -1.83, 0.21)
C (4.23, -2.06, 0.69)
O (4.03, -2.73, 1.86)
C (2.67, -2.54, 2.24)
C (1.99, -2.35, 0.89)
O (3.03, -1.72, 0.14)
H (2.29, -3.38, 2.81)
H (2.58, -1.64, 2.85)
H (1.12, -1.69, 0.92)
H (1.70, -3.28, 0.40)
O (2.44, -4.79, -2.33)
C (2.43, -3.62, -2.52)
O (3.41, -2.91, -3.11)
C (3.13, -1.51, -2.98)
C (1.63, -1.50, -2.68)
O (1.40, -2.80, -2.16)
H (3.72, -1.09, -2.16)
H (3.39, -1.02, -3.91)
H (1.06, -1.38, -3.61)
H (1.35, -0.73, -1.97)
O (-3.34, 1.19, 2.13)
C (-3.62, 2.34, 2.22)
O (-3.04, 3.19, 3.11)
C (-3.30, 4.52, 2.69)
C (-4.56, 4.38, 1.83)
O (-4.51, 2.99, 1.46)
H (-3.47, 5.17, 3.55)
H (-2.44, 4.92, 2.15)
H (-4.51, 4.97, 0.92)
H (-5.45, 4.54, 2.43)
Cl (-1.82, -1.36, -0.97)
C (-1.25, 0.34, -0.87)
C (-2.43, 1.27, -1.08)
Cl (-1.82, 2.94, -1.18)
H (-0.55, 0.46, -1.70)
H (-0.73, 0.45, 0.07)
H (-3.17, 1.17, -0.30)
H (-2.86, 1.04, -2.05)

Computed properties:
HOMO energy   -10.978 eV
Maximum force   0.0158 hartree/bohr
Energy above the lowest of the compared OMol25 structures with the same formula, charge and spin   0.0 kcal per mole

=====

7.
Entry from OMol25: a molecular structure, C21H20F5IrO2 at a distorted geometry (ωB97M-V/def2-TZVPD).

Positions of all 49 atoms, in Å:
Ir (0.09, 1.44, 1.29)
C (1.99, 0.93, 0.53)
C (1.06, 0.58, -0.53)
C (0.59, 1.74, -1.00)
H (0.93, -0.49, -0.78)
C (0.94, 2.69, -0.26)
C (1.89, 2.29, 0.70)
H (2.28, 2.81, 1.57)
H (2.65, 0.20, 1.08)
H (0.05, 1.90, -1.91)
H (0.87, 3.76, -0.49)
C (-0.72, -0.44, 1.54)
C (-0.87, 0.51, 2.64)
C (-1.75, 1.49, 2.13)
H (-0.41, 0.39, 3.69)
C (-2.40, 0.99, 1.00)
C (-1.72, -0.03, 0.61)
H (-2.13, -0.60, -0.25)
H (-0.03, -1.28, 1.57)
H (-2.03, 2.33, 2.73)
H (-3.18, 1.41, 0.37)
O (-1.30, 1.66, -0.56)
C (-2.14, 2.65, -1.94)
C (-1.71, 1.49, -2.49)
C (-1.36, 3.46, -1.22)
C (-3.44, 2.35, -1.27)
C (-1.36, 0.51, -1.67)
H (-0.90, 1.77, -3.15)
H (-2.52, 1.07, -3.06)
H (-1.91, -0.60, -1.85)
H (-0.40, 0.27, -2.04)
H (-1.57, 4.42, -1.80)
H (-0.40, 3.31, -1.46)
H (-1.78, 3.70, -0.27)
H (-4.04, 3.04, -2.03)
H (-3.69, 2.87, -0.38)
H (-3.90, 1.42, -1.56)
F (-0.65, -7.59, 1.01)
C (-0.29, -6.47, 0.40)
C (-1.09, -5.92, -0.58)
F (-2.26, -6.52, -0.81)
C (-0.71, -4.82, -1.28)
F (-1.54, -4.24, -2.15)
C (0.56, -4.21, -1.07)
O (1.00, -3.26, -1.74)
C (1.30, -4.72, 0.06)
F (2.38, -4.03, 0.39)
C (0.90, -5.80, 0.76)
F (1.58, -6.27, 1.82)

Computed properties:
HOMO energy (alpha / beta)   2.051 / -0.233 eV
2S+1   5
Total charge   -2
⟨S²⟩   6.028
Maximum force   0.2506 hartree/bohr
Energy above the lowest of the compared OMol25 structures with the same formula, charge and spin   322.2 kcal per mole

=====

8.
Entry from OMol25: a single C21H26O3 molecule (ωB97M-V/def2-TZVPD).

Positions of all 50 atoms, in Å:
C (-2.83, -1.42, -2.83)
C (-2.38, -0.53, -1.73)
C (-1.21, 0.14, -1.77)
C (-0.27, 0.06, -2.92)
C (-0.83, 1.08, -0.69)
O (0.10, 1.85, -0.83)
C (-1.66, 1.09, 0.54)
C (-1.13, 1.88, 1.69)
C (-0.81, 0.97, 2.91)
C (0.58, 1.20, 3.49)
C (1.72, 0.89, 2.50)
C (1.45, -0.28, 1.69)
C (1.20, -1.20, 0.96)
C (0.96, -2.38, 0.15)
C (2.25, -2.89, -0.51)
C (2.66, -2.07, -1.74)
C (2.98, -0.69, -1.44)
C (3.30, 0.45, -1.26)
C (3.63, 1.85, -1.01)
O (2.74, 2.50, -0.13)
C (-2.84, 0.43, 0.57)
C (-3.77, 0.47, 1.74)
C (-3.30, -0.37, -0.58)
O (-4.40, -0.90, -0.58)
H (-2.86, -0.89, -3.78)
H (-2.16, -2.27, -2.94)
H (-3.83, -1.80, -2.61)
H (-0.60, 0.73, -3.72)
H (-0.23, -0.95, -3.33)
H (0.73, 0.37, -2.61)
H (-1.85, 2.64, 1.98)
H (-0.22, 2.39, 1.37)
H (-0.88, -0.07, 2.60)
H (-1.55, 1.14, 3.69)
H (0.68, 2.23, 3.84)
H (0.68, 0.54, 4.36)
H (1.89, 1.74, 1.83)
H (2.64, 0.73, 3.06)
H (0.55, -3.16, 0.79)
H (0.21, -2.14, -0.62)
H (3.06, -2.87, 0.23)
H (2.10, -3.92, -0.82)
H (3.54, -2.53, -2.19)
H (1.85, -2.10, -2.48)
H (3.67, 2.37, -1.98)
H (4.62, 1.91, -0.55)
H (1.84, 2.37, -0.45)
H (-3.80, 1.46, 2.19)
H (-4.76, 0.18, 1.42)
H (-3.44, -0.24, 2.50)

Computed properties:
HOMO energy   -8.895 eV
Maximum force   0.0107 hartree/bohr
Energy above the lowest of the compared OMol25 structures with the same formula, charge and spin   76.8 kcal per mole

=====

9.
Entry from OMol25: a molecular structure, CH2N2O3S2 at a distorted geometry (ωB97M-V/def2-TZVPD).

Positions of all 10 atoms, in Å:
C (-0.93, 0.20, 0.11)
N (-0.47, -0.09, 1.30)
N (0.25, 0.37, -0.71)
O (-2.00, 0.39, -0.35)
O (1.67, -1.51, 0.81)
O (2.27, 0.91, 0.74)
S (0.09, -0.21, -2.30)
S (1.36, -0.15, 0.50)
H (-1.07, -0.21, 2.13)
H (-1.19, 0.30, -2.24)

Computed properties:
HOMO energy   -9.478 eV
Maximum force   0.0661 hartree/bohr
Energy above the lowest of the compared OMol25 structures with the same formula, charge and spin   26.2 kcal per mole

=====

10.
Entry from OMol25: a single C3H4O2 molecule (ωB97M-V/def2-TZVPD).

Positions of all 9 atoms, in Å:
C (-0.54, 1.03, 0.35)
C (-0.16, -0.41, 0.21)
O (-0.61, -1.21, 1.00)
C (0.86, -0.99, -0.76)
O (1.66, -0.35, -1.40)
H (-0.73, 1.01, 1.43)
H (-1.51, 1.25, -0.11)
H (0.20, 1.76, 0.00)
H (0.84, -2.09, -0.72)

Computed properties:
HOMO energy   -10.046 eV
Maximum force   0.0178 hartree/bohr
Energy above the lowest of the compared OMol25 structures with the same formula, charge and spin   21.0 kcal per mole

=====

E values (in eV) by entry order: -73506.23136 -15516.20749 -12531.96330 -39834.32542 -34726.79794 -55139.32785 -42597.23727 -28337.98474 -31859.64374 -7269.77691.